Entry 1:
Density functional theory data (the ωB97M-V functional and the def2-TZVPD basis) for a molecular structure, C20H19N5OS.

Structure (XYZ):
```
46
C20H19N5OS, DFT the ωB97M-V functional and the def2-TZVPD basis
C -2.31 -3.03 0.70
C -2.08 -2.74 -0.67
C -1.29 -1.47 -1.24
N -0.74 -0.81 -0.23
C 0.47 -1.19 0.16
N 0.72 -0.17 1.22
N -0.34 0.66 1.40
C -1.22 0.40 0.31
C -2.50 1.10 0.13
C -3.60 0.34 0.03
C -4.89 1.28 -0.13
C -4.92 2.57 -0.23
C -3.61 2.98 -0.03
C -2.43 2.56 0.30
H -1.53 2.97 0.31
H -3.71 4.20 0.23
H -5.71 2.84 -0.22
O -6.08 0.45 -0.27
C -6.03 -0.80 -0.42
H -5.56 -1.29 -1.04
H -5.86 -1.34 0.51
H -7.30 -1.04 -0.36
H -3.65 -0.58 0.12
S 1.33 -2.34 0.01
C 2.83 -2.02 0.72
C 3.84 -1.10 0.53
N 4.91 -1.51 -0.06
C 5.47 0.08 -0.29
C 6.56 0.26 -0.73
C 6.95 1.61 -0.83
C 6.05 2.72 -0.45
C 4.81 2.22 0.07
C 4.58 0.94 0.28
N 3.47 0.07 0.75
H 2.59 0.46 1.17
H 4.20 3.19 0.63
H 6.33 3.66 -0.64
H 7.84 2.00 -1.09
H 7.29 -0.40 -1.22
H 2.29 -1.86 2.05
H 3.41 -3.23 1.10
H -2.25 -0.83 -1.54
H -0.78 -1.99 -1.86
H -2.74 -3.47 -1.41
H -3.04 -3.82 0.86
H -1.75 -2.51 1.38
```

Net charge   0
Maximum force   19.745 eV/Å
LUMO   0.0114 Eh
2S+1   1
Kohn-Sham gap   8.06 eV
HOMO   -7.75 eV

***

Entry 2:
Density functional theory data (the ωB97M-V functional and the def2-TZVPD basis) for a gas-phase ion, C2HN2O5S (charge -1).

Structure (XYZ):
```
11
C2HN2O5S, DFT the ωB97M-V functional and the def2-TZVPD basis
C -0.12 0.28 -1.61
C 0.03 -0.13 -0.29
N -0.19 0.60 -2.71
N -0.14 -1.80 -0.42
O 2.41 -0.82 -1.08
O -0.30 -2.36 0.64
O -0.07 -2.30 -1.50
O 2.17 -0.64 1.37
O 2.16 1.41 -0.08
S 1.91 -0.04 0.05
H -0.74 0.36 0.53
```

Net charge   -1
Maximum force   3.468 eV/Å
LUMO   0.1294 Eh
2S+1   1
Kohn-Sham gap   9.51 eV
HOMO   -5.99 eV

***

Entry 3:
Density functional theory data (the ωB97M-V functional and the def2-TZVPD basis) for 11 unconnected molecules or ions with the total composition C31H66Cl6O10.

Structure (XYZ):
```
113
C31H66Cl6O10, DFT the ωB97M-V functional and the def2-TZVPD basis
C -1.06 -4.91 -0.11
C -2.42 -4.66 -0.78
C -1.96 -4.07 -2.13
O -0.71 -4.64 -2.44
C -0.01 -4.97 -1.24
H -1.05 -5.86 0.43
H -0.87 -4.06 0.54
H -2.96 -3.96 -0.15
H -3.04 -5.54 -0.96
H -1.99 -2.98 -2.05
H -2.60 -4.25 -3.00
H 0.75 -4.20 -1.06
H 0.45 -5.95 -1.27
C -2.94 -0.01 4.45
C -2.38 -0.46 3.09
C -0.89 -0.08 3.17
O -0.58 -0.08 4.56
C -1.71 0.26 5.32
H -3.59 -0.80 4.83
H -3.52 0.91 4.38
H -2.94 -0.08 2.24
H -2.38 -1.54 2.98
H -0.62 0.92 2.79
H -0.18 -0.77 2.71
H -1.64 1.33 5.60
H -1.72 -0.25 6.29
C -0.02 4.82 -0.08
C 0.37 5.33 1.28
C 1.77 5.92 1.11
O 1.96 6.09 -0.29
C 1.21 5.07 -0.96
H -0.84 5.41 -0.49
H -0.30 3.77 -0.08
H 0.35 4.55 2.06
H -0.35 6.04 1.70
H 2.52 5.19 1.46
H 1.92 6.82 1.70
H 1.84 4.18 -1.07
H 1.02 5.38 -1.98
C 3.36 -1.78 -3.87
C 2.58 -2.77 -3.01
C 3.56 -3.10 -1.87
O 4.27 -1.87 -1.69
C 4.19 -1.03 -2.83
H 2.67 -1.18 -4.47
H 4.02 -2.31 -4.57
H 2.15 -3.57 -3.61
H 1.74 -2.22 -2.58
H 4.22 -3.92 -2.14
H 2.97 -3.30 -0.98
H 5.16 -0.81 -3.28
H 3.74 -0.09 -2.49
C 3.74 2.30 2.83
C 4.68 1.60 1.83
C 3.67 0.76 0.98
O 2.36 1.10 1.46
C 2.51 1.42 2.83
H 3.48 3.27 2.42
H 4.20 2.36 3.82
H 5.36 0.91 2.33
H 5.20 2.32 1.21
H 3.84 -0.29 1.25
H 3.64 0.93 -0.09
H 2.61 0.48 3.40
H 1.60 1.93 3.15
C 1.64 -2.74 2.61
C 1.43 -2.85 4.12
C 1.64 -4.34 4.39
O 2.12 -4.95 3.18
C 2.57 -3.90 2.32
H 2.13 -1.80 2.36
H 0.73 -2.78 2.00
H 0.44 -2.53 4.46
H 2.18 -2.30 4.69
H 0.73 -4.90 4.64
H 2.37 -4.51 5.19
H 2.54 -4.20 1.27
H 3.61 -3.72 2.60
C -3.09 4.49 -2.40
C -2.82 3.00 -2.57
O -2.67 2.65 -3.93
O -4.29 4.86 -3.07
H -2.26 5.01 -2.89
H -3.15 4.73 -1.34
H -3.61 2.47 -2.02
H -1.92 2.70 -2.02
H -3.55 2.66 -4.34
H -4.08 5.05 -3.98
C -0.71 -0.06 -5.15
C -1.34 -0.65 -3.89
O -2.49 -1.42 -4.18
O -1.64 0.82 -5.76
H -0.54 -0.92 -5.81
H 0.25 0.39 -4.90
H -1.59 0.19 -3.22
H -0.60 -1.26 -3.38
H -2.89 -1.06 -4.98
H -1.86 1.49 -5.09
C -0.20 0.21 -0.60
Cl 0.03 -1.51 -0.27
Cl 1.14 0.76 -1.66
H -1.17 0.37 -1.06
H -0.18 0.79 0.32
C -4.59 -1.09 -1.92
Cl -3.60 -0.94 -0.46
Cl -6.28 -1.34 -1.50
H -4.48 -0.20 -2.54
H -4.27 -1.95 -2.51
C -3.24 3.22 2.27
Cl -2.35 2.44 0.93
Cl -4.01 4.71 1.77
H -3.95 2.50 2.67
H -2.50 3.40 3.05
```

Net charge   0
Maximum force   1.423 eV/Å
LUMO   0.0070 Eh
2S+1   1
Kohn-Sham gap   9.55 eV
HOMO   -9.37 eV

***

Entry 4:
Density functional theory data (the ωB97M-V functional and the def2-TZVPD basis) for a molecular structure, C34H36BrCeNO3P2.

Structure (XYZ):
```
78
C34H36BrCeNO3P2, DFT the ωB97M-V functional and the def2-TZVPD basis
Ce 0.17 -0.86 0.09
Br 0.00 -3.67 0.84
C -1.03 -4.22 -0.70
C -1.65 -5.45 -0.73
C -2.47 -5.92 -1.80
C -2.66 -5.07 -2.90
C -1.96 -3.83 -3.00
C -2.00 -3.04 -4.17
C -1.43 -1.79 -4.13
C -0.77 -1.26 -3.01
C -0.66 -2.00 -1.85
C -1.18 -3.35 -1.81
H -1.55 -6.07 0.14
H -2.88 -6.92 -1.74
H -3.28 -5.31 -3.78
H -2.44 -3.33 -5.13
H -1.53 -1.13 -5.01
H -0.45 -0.23 -3.04
N -0.58 0.34 1.66
P -1.44 1.58 2.00
C -1.91 2.30 0.40
C -2.57 1.41 -0.46
C -2.56 1.61 -1.87
C -2.06 2.83 -2.36
C -1.41 3.73 -1.50
C -1.39 3.50 -0.13
C -2.90 1.20 2.91
C -2.82 0.16 3.84
C -3.98 -0.19 4.56
C -5.18 0.52 4.45
C -5.22 1.54 3.51
C -4.10 1.91 2.75
C -0.62 2.81 2.99
C 0.56 3.37 2.46
C 1.25 4.42 3.13
C 0.76 4.85 4.33
C -0.37 4.25 4.93
C -1.09 3.29 4.22
H -3.21 0.59 -0.04
H -3.00 0.80 -2.47
H -2.25 3.11 -3.38
H -0.95 4.59 -1.96
H -0.96 4.30 0.51
H -1.89 -0.44 3.94
H -3.85 -1.06 5.18
H -6.07 0.27 5.06
H -6.15 2.08 3.36
H -4.24 2.73 2.04
H 1.02 3.07 1.51
H 2.14 4.80 2.68
H 1.21 5.72 4.84
H -0.63 4.55 5.95
H -2.00 2.87 4.73
C 5.33 -3.37 -2.62
C 5.09 -1.85 -2.72
O 4.26 -1.35 -1.61
P 2.66 -1.52 -1.62
O 1.94 0.08 -1.65
C 2.21 1.12 -2.59
C 3.51 1.79 -2.31
O 2.50 -1.49 0.02
C 3.36 -0.62 0.96
C 4.14 -1.60 1.78
H 6.10 -3.64 -3.40
H 4.39 -3.90 -2.93
H 5.66 -3.68 -1.67
H 4.57 -1.61 -3.66
H 6.03 -1.29 -2.70
H 1.30 1.75 -2.58
H 2.16 0.76 -3.66
H 3.52 2.10 -1.25
H 3.59 2.66 -3.01
H 4.32 1.10 -2.57
H 2.61 -0.08 1.53
H 3.96 0.07 0.33
H 3.50 -2.40 2.12
H 4.55 -1.01 2.63
H 4.94 -2.02 1.16
```

Net charge   +1
Maximum force   2.592 eV/Å
LUMO (alpha / beta)   -0.0841 / -0.0837 Eh
2S+1   2
<S²>   0.751
Kohn-Sham gap (alpha / beta)   7.95 / 7.96 eV
HOMO (alpha / beta)   -10.24 / -10.24 eV

***

Entry 5:
Density functional theory data (the ωB97M-V functional and the def2-TZVPD basis) for a single C3H5N3 molecule.

Structure (XYZ):
```
11
C3H5N3, DFT the ωB97M-V functional and the def2-TZVPD basis
N -1.71 -0.57 -0.19
C -0.41 -0.05 -0.03
C 0.80 -0.86 -0.17
N 1.96 -0.36 -0.01
N 0.96 2.00 0.47
C 0.02 1.21 0.27
H -2.25 -0.13 -0.92
H -2.25 -0.59 0.67
H 0.59 -1.91 -0.43
H 2.70 -1.04 -0.14
H -0.42 2.30 0.48
```

Net charge   0
Maximum force   0.826 eV/Å
LUMO   -0.0165 Eh
2S+1   1
Kohn-Sham gap   7.60 eV
HOMO   -8.05 eV

***

Entry 6:
Density functional theory data (the ωB97M-V functional and the def2-TZVPD basis) for a molecular structure, C12H9Br4NO7Pt.

Structure (XYZ):
```
34
C12H9Br4NO7Pt, DFT the ωB97M-V functional and the def2-TZVPD basis
Pt 0.27 0.07 -0.28
O -0.51 -2.48 1.08
C -0.07 -2.30 2.42
C 1.32 -1.71 2.42
N 1.41 -0.32 1.94
C 0.89 0.67 2.86
C 0.39 1.90 2.10
O 0.04 2.88 2.73
O 0.37 1.84 0.80
C 2.76 0.02 1.51
C 3.06 -0.63 0.18
O 4.12 -1.12 -0.11
O 2.05 -0.58 -0.68
H -1.43 -2.77 1.09
H -0.01 -3.26 2.93
H -0.77 -1.66 2.97
H 1.96 -2.33 1.79
H 1.71 -1.77 3.45
H 1.65 1.02 3.56
H 0.06 0.27 3.44
H 3.53 -0.24 2.25
H 2.79 1.10 1.33
Br -2.48 1.08 -6.50
C -2.23 0.94 -4.66
C -3.10 1.75 -3.77
Br -4.40 2.85 -4.55
C -2.98 1.72 -2.42
Br -4.02 2.69 -1.22
C -1.95 0.89 -1.84
O -1.71 0.80 -0.63
C -1.08 0.08 -2.73
O -0.21 -0.59 -2.15
C -1.28 0.13 -4.16
Br -0.15 -0.95 -5.18
```

Net charge   0
Maximum force   1.076 eV/Å
LUMO (alpha / beta)   -0.1282 / -0.1282 Eh
2S+1   1
Kohn-Sham gap (alpha / beta)   4.69 / 4.70 eV
HOMO (alpha / beta)   -8.18 / -8.18 eV

***

Entry 7:
Density functional theory data (the ωB97M-V functional and the def2-TZVPD basis) for 2 unconnected molecules or ions with the total composition C6H14N2O2.

Structure (XYZ):
```
24
C6H14N2O2, DFT the ωB97M-V functional and the def2-TZVPD basis
C 1.53 -1.96 -2.07
C 0.47 -1.62 1.48
C 1.29 -2.48 -0.68
O 1.15 -3.65 -0.39
N 1.26 -1.50 0.28
H 0.57 -1.66 -2.49
H 1.40 -0.56 -0.05
H 0.75 -2.53 2.02
H 2.21 -1.12 -2.13
H 1.91 -2.76 -2.71
H 0.73 -0.82 2.16
H -0.62 -1.54 1.36
C 0.40 3.01 0.62
C -2.45 0.61 -0.09
C -1.74 1.93 0.10
O -2.32 3.00 0.11
N -0.40 1.83 0.34
H 0.01 0.95 0.58
H -0.20 3.75 1.14
H -2.88 0.28 0.84
H 1.22 2.71 1.26
H 0.71 3.50 -0.29
H -3.22 0.75 -0.85
H -1.78 -0.12 -0.55
```

Net charge   0
Maximum force   1.226 eV/Å
LUMO   0.0167 Eh
2S+1   1
Kohn-Sham gap   10.40 eV
HOMO   -9.95 eV

***

Entry 8:
Density functional theory data (the ωB97M-V functional and the def2-TZVPD basis) for a single C3H4BrNO molecule.

Structure (XYZ):
```
10
C3H4BrNO, DFT the ωB97M-V functional and the def2-TZVPD basis
C 0.02 -0.94 -1.07
C 0.63 0.80 0.13
C -0.42 -0.02 0.95
N 0.74 0.08 -1.11
O -0.82 -1.18 0.21
Br -0.40 -1.94 -2.51
H 0.23 1.81 0.03
H 1.66 0.83 0.53
H -0.36 -0.20 2.01
H -1.27 0.75 0.83
```

Net charge   0
Maximum force   4.191 eV/Å
LUMO   0.0283 Eh
2S+1   1
Kohn-Sham gap   10.57 eV
HOMO   -9.80 eV

***

> What is the formula in the eighth record?

C3H4BrNO

***

> Number 7 is which compound?

C6H14N2O2

***

> Look up the net charge of the eighth one.

0